19
Properties=species:S:1:pos:R:3 method="wB97M-V/def2-TZVPD" charge=+1 fmax_ha_per_bohr=0.10846 lumo_energy_ev=-6.7 smiles="CC[C@H](C)[N+](C)=O" e_above_lowest_kcal_mol=99.8 homo_energy_ev=-15.78
C 1.876 -0.884 0.390
C 1.136 0.426 0.535
C -0.184 0.626 -0.367
C -0.833 2.025 -0.340
N -1.177 -0.377 0.151
C -1.284 -1.603 -0.409
O -1.884 -0.074 1.057
H 1.344 -1.880 0.546
H 2.522 -0.715 -0.533
H 2.582 -0.817 1.297
H 1.654 1.325 0.336
H 0.732 0.364 1.593
H 0.148 0.337 -1.356
H -1.032 2.644 -1.348
H -0.154 2.668 0.110
H -1.707 1.956 0.162
H -0.310 -2.112 -0.429
H -1.442 -1.571 -1.493
H -1.988 -2.339 0.098